Below is the molecule C6H11N in a non-equilibrium geometry, with properties calculated with the ωB97M-V functional and the def2-TZVPD basis.

Element x y z (Å)
C 0.15 1.98 0.79
C -0.20 0.54 1.12
N -0.01 0.91 -2.04
C -0.38 -0.31 -1.48
C 0.18 -0.50 -0.04
C -0.54 -1.74 0.56
C 0.90 -1.73 0.36
H 0.18 2.06 -0.32
H -0.60 2.70 1.11
H 0.43 0.22 1.94
H -1.24 0.44 1.38
H -0.77 1.25 -2.63
H 1.13 2.29 1.15
H -1.46 -0.50 -1.43
H 0.05 -1.11 -2.11
H -0.82 -2.68 1.04
H 1.66 -1.59 1.13
H 1.34 -2.23 -0.52

As for the gap between HOMO and LUMO: 4.6034 eV. The net charge is 0. The largest force on an atom comes out at 0.1043 Eh/bohr. The LUMO energy is -1.911 eV. As for the molar mass: 97.16 u.